1.
Molecular formula: C14H23F3NO6S2
Method: DFT, the ωB97M-V functional and the def2-TZVPD basis

Results
HOMO level (eV): -2.2240
Total charge: -1
DFT total energy (eV): -58487.4088

Each line ends with the Löwdin charge.
CARTESIAN COORDINATES (ANGSTROEM)
O: -0.1594 2.5004 -3.2309  0.15
C: 0.2293 1.3851 -3.1299  -0.46
O: 1.5685 1.0759 -3.3680  0.03
C: 1.7880 -0.1630 -2.7074  -0.30
S: 3.3978 -0.7827 -3.1257  0.79
O: 4.3828 0.1342 -2.6316  -0.26
O: 3.5499 -2.1512 -2.7319  -0.25
C: 3.5612 -0.6580 -4.9769  -0.68
F: 4.7908 -1.0818 -5.2507  0.15
F: 2.6815 -1.4262 -5.6175  0.15
F: 3.4477 0.5912 -5.3851  0.17
C: 0.5556 -0.9531 -3.1191  -0.37
O: 0.3570 -2.1515 -2.4130  0.01
C: -0.4891 0.0975 -2.7432  -0.52
S: -2.0820 -0.0444 -3.5543  0.81
H: 1.7435 -0.0604 -1.6147  0.18
H: 0.4744 -1.1524 -4.1909  0.15
H: 0.5557 -2.9008 -2.9803  0.10
H: -0.6118 0.1701 -1.6301  0.08
H: -2.0385 0.9717 -4.4189  -0.14
C: 0.8283 -1.3526 2.5529  -0.04
C: -0.6022 -0.9910 2.1044  -0.53
C: -1.5202 -1.0026 3.3350  -0.16
C: -1.3238 0.1755 4.2960  -0.18
C: -0.8225 1.4418 3.5813  -0.15
C: -1.1243 1.4854 2.0789  -0.55
N: -0.5339 0.3230 1.4545  -0.18
O: -0.7520 0.2971 0.0727  -0.30
C: -0.4235 2.7226 1.5149  -0.06
C: -2.6398 1.6524 1.8452  -0.03
C: -1.0896 -2.0908 1.1688  -0.06
H: 1.4863 -1.3759 1.6829  0.08
H: 0.8680 -2.3360 3.0407  0.07
H: 1.2180 -0.6117 3.2534  0.07
H: -2.5588 -1.0051 2.9949  0.10
H: -1.3903 -1.9475 3.8739  0.11
H: -2.2750 0.3834 4.7945  0.10
H: -0.6255 -0.0949 5.0930  0.10
H: -1.2442 2.3259 4.0697  0.11
H: 0.2614 1.5239 3.7069  0.10
H: 0.6583 2.6111 1.6055  0.08
H: -0.7287 3.6212 2.0645  0.07
H: -0.6707 2.8600 0.4636  0.07
H: -3.0057 2.5668 2.3257  0.07
H: -3.2170 0.8169 2.2440  0.06
H: -2.8406 1.7252 0.7764  0.07
H: -1.0784 -3.0480 1.7038  0.08
H: -0.4497 -2.1795 0.2938  0.06
H: -2.1069 -1.8970 0.8281  0.08

---

2.
Molecular formula: C50H54AsCl2N9O7P2Se2Y
Method: DFT, the ωB97M-V functional and the def2-TZVPD basis

Results
HOMO level (eV): -9.5557
Total charge: +1
DFT total energy (eV): -316666.5012

Each line ends with the Löwdin charge.
CARTESIAN COORDINATES (ANGSTROEM)
Y: -1.1802 0.9338 1.0090  1.19
N: -3.3640 2.8378 2.1627  0.06
N: -4.6011 2.2808 1.8077  0.03
C: -4.6712 1.3659 0.8341  -0.40
N: -5.8345 0.8136 0.5293  0.24
N: -3.5047 1.1634 0.1952  0.01
N: -3.3907 0.2404 -0.7700  -0.40
O: -4.3095 -0.3904 -1.2550  0.09
O: -2.2086 0.1046 -1.1235  -0.14
H: -3.1544 2.6457 3.1536  0.05
H: -3.4121 3.8421 2.0264  0.10
H: -5.4034 2.4267 2.4033  0.17
H: -6.6323 0.9335 1.1294  0.13
H: -5.8394 0.0992 -0.1849  0.10
Se: 5.5706 0.0474 -1.5513  0.30
P: 3.7907 -0.3820 -2.5661  0.51
C: 3.7875 -2.0870 -3.1845  -0.37
C: 3.5545 -2.3739 -4.5298  -0.09
C: 3.6314 -3.6839 -4.9837  -0.08
C: 3.9394 -4.7104 -4.1032  -0.06
C: 4.2057 -4.4245 -2.7699  -0.06
C: 4.1518 -3.1159 -2.3188  -0.11
C: 3.4083 0.6239 -4.0264  -0.37
C: 2.1113 0.6603 -4.5386  -0.11
C: 1.8263 1.4442 -5.6443  -0.08
C: 2.8339 2.1971 -6.2384  -0.07
C: 4.1231 2.1587 -5.7306  -0.06
C: 4.4125 1.3738 -4.6202  -0.08
C: 2.3258 0.0153 -1.5184  -0.37
C: 1.2189 -0.4843 -0.8176  -0.36
N: 0.6172 0.6000 -0.2703  -0.23
N: 1.3075 1.6843 -0.5892  -0.08
N: 2.3247 1.3602 -1.3289  0.02
P: 0.3555 -2.0515 -0.5297  0.72
Se: -1.1400 -1.8635 1.0173  0.54
C: 1.5569 -3.3014 -0.0726  -0.35
C: 2.7190 -2.9447 0.6030  -0.12
C: 3.6025 -3.9309 1.0161  -0.09
C: 3.3187 -5.2652 0.7615  -0.07
C: 2.1488 -5.6222 0.0988  -0.07
C: 1.2629 -4.6425 -0.3168  -0.07
C: -0.3960 -2.5724 -2.0894  -0.34
C: 0.4265 -2.8096 -3.1872  -0.07
C: -0.1273 -3.1673 -4.4045  -0.05
C: -1.5062 -3.2939 -4.5265  -0.06
C: -2.3249 -3.0823 -3.4280  -0.06
C: -1.7726 -2.7261 -2.2054  -0.11
H: 3.3065 -1.5809 -5.2213  0.10
H: 3.4563 -3.9011 -6.0300  0.11
H: 3.9978 -5.7305 -4.4609  0.11
H: 4.4785 -5.2174 -2.0856  0.10
H: 4.4199 -2.8802 -1.2994  0.07
H: 1.3231 0.0721 -4.0777  0.10
H: 0.8181 1.4751 -6.0382  0.11
H: 2.6094 2.8161 -7.0978  0.11
H: 4.9063 2.7456 -6.1922  0.11
H: 5.4115 1.3467 -4.2021  0.07
H: 2.9476 -1.9006 0.7850  0.10
H: 4.5158 -3.6545 1.5280  0.12
H: 4.0120 -6.0330 1.0817  0.11
H: 1.9314 -6.6634 -0.1004  0.11
H: 0.3563 -4.9138 -0.8445  0.12
H: 1.4974 -2.7364 -3.0863  0.08
H: 0.5193 -3.3532 -5.2520  0.11
H: -1.9415 -3.5686 -5.4788  0.11
H: -3.3978 -3.1898 -3.5199  0.11
H: -2.4070 -2.5657 -1.3452  0.05
O: 0.1655 2.9937 1.8161  -0.12
H: 0.2174 3.6261 2.5396  0.09
H: 1.0081 3.0098 1.3358  0.05
O: 1.0914 0.0881 2.3156  -0.14
H: 2.0535 0.1364 2.3128  0.07
H: 0.8538 -0.4223 3.1110  0.00
O: -3.6840 -0.6297 2.3698  -0.12
H: -3.8265 -1.5343 2.6706  0.02
H: -3.2102 -0.1843 3.0933  0.01
Cl: -2.9278 -2.4801 5.2176  0.75
C: -1.4771 -3.3330 4.7702  -0.57
C: -1.5457 -4.6986 4.5642  -0.10
C: -0.3881 -5.3957 4.2655  -0.06
C: 0.8197 -4.7244 4.1644  -0.09
C: 0.8613 -3.3539 4.3448  -0.57
Cl: 2.3797 -2.5370 4.1488  0.77
C: -0.2849 -2.6186 4.6615  -0.34
N: -0.2548 -1.2193 4.7953  0.04
C: 0.3233 -0.6018 5.9411  -0.20
C: 0.7940 -1.3738 6.9983  -0.03
C: 1.3868 -0.7874 8.1032  -0.07
C: 1.4909 0.5932 8.1753  -0.08
C: 0.9913 1.3575 7.1343  -0.04
C: 0.4115 0.7883 6.0009  -0.14
C: 0.0211 1.7352 4.8819  -0.05
C: -1.3458 1.6132 4.2417  -0.59
O: -2.2695 2.3016 4.6705  0.04
O: -1.4855 0.8342 3.2089  -0.27
H: -2.4957 -5.2060 4.6565  0.11
H: -0.4255 -6.4673 4.1228  0.11
H: 1.7312 -5.2525 3.9283  0.11
H: -1.1152 -0.7767 4.4913  0.08
H: 0.6790 -2.4498 6.9606  0.12
H: 1.7530 -1.4113 8.9078  0.11
H: 1.9462 1.0713 9.0319  0.11
H: 1.0587 2.4372 7.1944  0.11
H: 0.7640 1.6890 4.0808  0.11
H: 0.0358 2.7331 5.3139  0.12
C: -0.1423 4.6722 -0.8885  -0.28
As: -1.3130 3.1222 -0.9126  1.13
C: -0.9669 2.5868 -2.7543  -0.26
C: -3.0875 3.9801 -1.1831  -0.32
C: -3.0790 5.2463 -1.9828  -0.32
C: -3.2711 5.2250 -3.3618  -0.06
C: -3.2285 6.3977 -4.1047  -0.07
C: -2.9992 7.6128 -3.4773  -0.08
C: -2.8250 7.6497 -2.0995  -0.08
C: -2.8661 6.4766 -1.3626  -0.07
H: -0.3208 5.2772 -1.7748  0.04
H: 0.8814 4.3035 -0.8952  0.02
H: -0.3094 5.2789 0.0000  0.03
H: -1.3066 3.3700 -3.4304  0.02
H: -1.4691 1.6487 -2.9850  0.02
H: 0.1083 2.4558 -2.8756  0.02
H: -3.5120 4.1547 -0.1942  0.04
H: -3.6986 3.2186 -1.6710  0.07
H: -3.4723 4.2826 -3.8589  0.11
H: -3.3837 6.3606 -5.1753  0.11
H: -2.9658 8.5269 -4.0552  0.11
H: -2.6596 8.5951 -1.5986  0.11
H: -2.7335 6.5144 -0.2861  0.11

---

3.
Molecular formula: C3H10OS
Method: DFT, the ωB97M-V functional and the def2-TZVPD basis

Results
HOMO level (eV): -8.8533
DFT total energy (eV): -16154.0559

Each line ends with the Löwdin charge.
CARTESIAN COORDINATES (ANGSTROEM)
S: -0.3401 -2.5188 2.6602  0.70
C: 0.0000 0.0000 0.0000  -0.13
C: 0.9434 -1.5160 1.8403  -0.65
C: 0.5843 -0.1118 1.3401  -0.35
H: -0.7043 -3.1323 1.5140  -0.15
H: 0.8328 0.1100 -0.7148  0.08
H: -0.6481 0.8893 -0.0753  0.08
H: -0.5891 -0.8894 -0.2803  0.08
H: 1.4733 -2.1143 1.0744  0.07
H: 1.6764 -1.2496 2.6259  0.06
H: 1.4328 0.5913 1.4452  0.11
H: -0.1817 0.1708 2.0876  0.10
O: 3.0923 -1.1874 1.6718  -0.14
H: 4.0700 -1.2551 1.7594  0.09
H: 2.7735 -2.1167 1.7259  0.05

---

4.
Molecular formula: C27H48CuGe2S3
Method: DFT, the ωB97M-V functional and the def2-TZVPD basis

Results
HOMO level (spin up / spin down) (eV): -7.1125 / -7.8868
⟨S²⟩: 0.758
2S+1: 2
DFT total energy (eV): -218953.1106

Each line ends with the Löwdin charge.
CARTESIAN COORDINATES (ANGSTROEM)
Cu: -0.0970 1.1405 -0.6933  0.31
C: 2.4752 0.7952 -2.9619  -0.18
C: 3.4684 1.4465 -2.0046  -0.33
Ge: 2.9044 1.4225 -0.1138  0.85
C: 4.3705 2.1884 0.9632  -0.34
C: 4.1286 2.0374 2.4645  -0.18
C: 2.9047 -0.4725 0.3710  -0.19
C: 2.0044 -1.4550 0.2425  -0.34
Ge: 0.1530 -1.1970 -0.4365  0.92
C: -0.0629 -2.1686 -2.1534  -0.37
C: 0.6204 -3.5341 -2.2339  -0.16
C: -1.1608 -1.9031 0.8753  -0.38
C: -1.7121 -3.2945 0.5709  -0.17
C: 2.4180 -2.8436 0.5990  -0.27
C: 1.7146 -3.6048 1.5313  -0.05
C: 2.1165 -4.8941 1.8487  -0.08
C: 3.2251 -5.4540 1.2300  -0.10
C: 3.9350 -4.7076 0.2999  -0.08
C: 3.5359 -3.4165 -0.0096  -0.06
H: 2.8545 0.7684 -3.9860  0.07
H: 1.5217 1.3317 -2.9817  0.04
H: 2.2606 -0.2327 -2.6619  0.04
H: 3.6964 2.4675 -2.3134  0.05
H: 4.4152 0.8984 -2.0300  0.06
H: 4.5101 3.2383 0.6933  0.05
H: 5.2909 1.6723 0.6733  0.06
H: 3.2210 2.5590 2.7763  0.05
H: 4.9564 2.4361 3.0547  0.07
H: 4.0042 0.9876 2.7394  0.06
H: 3.8819 -0.7833 0.7577  0.07
H: 0.3019 -1.5195 -2.9519  0.04
H: -1.1411 -2.2603 -2.3079  0.02
H: 1.7049 -3.4398 -2.1794  0.06
H: 0.3786 -4.0380 -3.1732  0.07
H: 0.3183 -4.1927 -1.4178  0.06
H: -1.9747 -1.1786 0.8713  -0.03
H: -0.7132 -1.8553 1.8710  0.05
H: -2.1347 -3.3351 -0.4361  0.05
H: -2.5065 -3.5690 1.2718  0.07
H: -0.9454 -4.0685 0.6282  0.05
H: 0.8543 -3.1765 2.0282  0.09
H: 1.5609 -5.4622 2.5844  0.10
H: 3.5333 -6.4632 1.4703  0.10
H: 4.8010 -5.1341 -0.1907  0.10
H: 4.0828 -2.8400 -0.7463  0.11
C: -5.3765 0.8312 2.2838  -0.55
C: -4.6312 1.9614 1.5825  -0.52
S: -3.1439 1.4169 0.6929  0.85
C: -3.5827 1.7228 -1.0334  -0.55
C: -4.5290 0.7180 -1.6781  -0.53
S: -3.8594 -0.9681 -1.6831  0.86
C: -5.0454 -1.9081 -0.6882  -0.55
C: -5.1126 -1.6033 0.8057  -0.53
S: -6.3050 -0.2795 1.1983  0.87
H: -6.1245 1.2599 2.9539  0.07
H: -4.6992 0.2417 2.9030  0.08
H: -4.3137 2.6963 2.3248  0.07
H: -5.2895 2.4696 0.8771  0.08
H: -2.6240 1.7156 -1.5612  0.04
H: -3.9810 2.7360 -1.1248  0.08
H: -4.7022 1.0133 -2.7148  0.07
H: -5.4895 0.7079 -1.1669  0.04
H: -4.7114 -2.9389 -0.8238  0.06
H: -6.0351 -1.8380 -1.1431  0.07
H: -4.1356 -1.3149 1.1852  0.04
H: -5.4371 -2.5001 1.3354  0.07
C: 1.6949 4.2781 -1.2151  -0.07
C: 0.9680 3.7798 0.0343  -0.68
C: -0.5282 4.0762 -0.1276  -0.08
C: 1.4819 4.5658 1.2493  -0.06
C: 1.1943 2.2785 0.2734  -0.33
H: 1.4515 5.3262 -1.4060  0.09
H: 1.4087 3.6981 -2.0965  0.08
H: 2.7778 4.2073 -1.0983  0.07
H: -0.7090 5.1517 -0.2122  0.09
H: -1.1015 3.6913 0.7176  0.06
H: -0.9165 3.6072 -1.0409  0.07
H: 1.3284 5.6394 1.1090  0.09
H: 2.5482 4.3932 1.4018  0.07
H: 0.9559 4.2624 2.1571  0.09
H: 0.8993 2.0096 1.2962  0.06

---

5.
Molecular formula: C7H17AlFO3
Method: DFT, the ωB97M-V functional and the def2-TZVPD basis

Results
HOMO level (eV): -5.0462
Total charge: -1
DFT total energy (eV): -22989.5863

Each line ends with the Löwdin charge.
CARTESIAN COORDINATES (ANGSTROEM)
C: -3.8953 2.9160 -0.2910  -0.13
O: -2.6078 2.4092 -0.5153  -0.18
C: -2.6186 1.0612 -0.9322  -0.28
C: -1.1981 0.6301 -1.2185  -0.27
C: -0.3437 0.5640 0.0602  -0.26
Al: 1.3466 -0.5484 -0.1170  0.38
C: 1.0238 -2.4745 0.5154  -0.24
C: 1.3392 -3.4886 -0.5164  -0.32
F: 1.1812 -4.8281 -0.0265  -0.14
C: 2.6736 0.3041 1.2088  -0.30
O: 3.9123 -0.3543 1.2531  -0.25
O: 4.7576 0.2936 2.2320  -0.09
H: -4.5482 2.1445 0.1041  0.08
H: -3.8530 3.7218 0.4297  0.08
H: -4.3302 3.3315 -1.1990  0.08
H: -3.0035 0.4325 -0.1285  0.11
H: -3.2741 0.9379 -1.8008  0.11
H: -0.7771 1.3876 -1.8651  0.10
H: -1.2048 -0.3323 -1.7196  0.09
H: -0.9531 0.2104 0.8897  0.05
H: -0.0480 1.5774 0.3101  0.04
H: 1.9216 -0.5218 -1.6356  -0.06
H: -0.0104 -2.6206 0.8130  0.04
H: 1.6349 -2.6810 1.3885  0.05
H: 0.6501 -3.4263 -1.3480  0.09
H: 2.3575 -3.4135 -0.8691  0.09
H: 2.2123 0.2329 2.1929  0.06
H: 2.7851 1.3573 0.9331  0.04
H: 4.8701 1.1774 1.8521  0.06

---

6.
Molecular formula: C18H15N3O2S2
Method: DFT, the ωB97M-V functional and the def2-TZVPD basis

Results
HOMO level (eV): -7.7280
DFT total energy (eV): -49145.7088

Each line ends with the Löwdin charge.
CARTESIAN COORDINATES (ANGSTROEM)
C: 4.9591 -0.1637 2.5252  -0.08
H: 5.5555 -0.9857 2.9171  0.09
O: 4.1787 -0.7202 1.4938  -0.07
C: 3.3168 0.0808 0.8215  -0.26
C: 3.1416 1.4407 1.0507  -0.02
C: 2.2284 2.1513 0.2881  -0.07
C: 1.4882 1.5276 -0.6951  -0.06
C: 1.6554 0.1642 -0.9264  -0.16
C: 2.5631 -0.5505 -0.1727  0.06
H: 2.7193 -1.6072 -0.3202  0.13
C: 0.7756 -0.4917 -1.9866  -0.25
N: 1.0750 -1.8852 -2.2141  0.12
C: 0.7403 -2.8738 -1.3142  -0.53
O: 1.2252 -3.9817 -1.3624  0.07
C: -0.3275 -2.4378 -0.4249  -0.36
C: -1.0161 -1.2829 -0.6504  -0.28
N: -0.6023 -0.3292 -1.5437  0.12
H: -1.2894 0.0266 -2.1908  0.16
N: -2.1411 -1.1359 0.1129  -0.05
C: -2.3687 -2.1733 0.9848  -1.08
S: -3.6092 -2.2538 2.0466  0.64
S: -1.1003 -3.3787 0.8279  1.07
C: -2.9543 0.0258 0.0586  -0.24
C: -2.3654 1.2708 0.2422  -0.01
C: -3.1506 2.4079 0.1855  -0.07
C: -4.5130 2.3042 -0.0434  -0.08
C: -5.0935 1.0596 -0.2203  -0.07
C: -4.3178 -0.0853 -0.1742  -0.05
H: -4.7634 -1.0581 -0.3067  0.10
H: -6.1552 0.9759 -0.3942  0.11
H: -5.1229 3.1941 -0.0786  0.10
H: -2.6972 3.3766 0.3317  0.10
H: -1.3055 1.3388 0.4362  0.11
H: 1.8332 -2.1073 -2.8414  0.16
H: 0.8967 0.0454 -2.9345  0.16
H: 0.7778 2.0872 -1.2846  0.11
H: 2.0985 3.2077 0.4701  0.11
H: 3.7052 1.9547 1.8126  0.10
H: 4.3345 0.2435 3.3263  0.10
H: 5.6252 0.6185 2.1474  0.10